# 1
{
  "formula": "CH3Cl3N2P",
  "method": "ωB97M-V/def2-TZVPD",
  "symbols": ["C", "N", "N", "P", "Cl", "Cl", "Cl", "H", "H", "H"],
  "xyz": [[-1.8641, 0.5952, -0.0458], [-0.5339, 0.5480, 0.3161], [0.1587, -0.8812, -0.1559], [1.7949, -0.5799, -0.0314], [2.7706, -2.2882, -0.0487], [2.2932, 0.2452, 1.6965], [2.1926, 0.5915, -1.5218], [-2.1938, 1.6831, -0.1757], [-2.3902, 0.2984, 0.8442], [-2.2280, -0.2120, -0.8776]],
  "lowdin_charge": [-0.159, 0.037, -0.159, -0.443, 0.445, 0.408, 0.468, 0.137, 0.105, 0.161],
  "spin_multiplicity": 1,
  "charge": 1,
  "e_tot_ha": -1870.97884,
  "e_homo_ev": [-15.774, -15.356],
  "orbital_gap_ev": [9.319, 8.078],
  "e_lumo_ev": [-6.46, -7.28],
  "de_lowest_kcal_mol": 60.19
}

# 2
{
  "formula": "C2H4O3",
  "method": "ωB97M-V/def2-TZVPD",
  "symbols": ["C", "C", "O", "O", "O", "H", "H", "H", "H"],
  "xyz": [[-0.3005, -1.0519, -0.0005], [0.4805, 0.0172, 0.2052], [1.8254, 0.0548, 0.0418], [-0.0672, 1.1619, -0.3955], [-1.4340, 1.3833, -0.0726], [-1.3618, -1.0079, 0.1536], [0.1108, -2.0495, 0.0289], [2.1628, -0.8425, -0.0805], [-1.4161, 2.3347, 0.1196]],
  "lowdin_charge": [0.067, -0.413, 0.079, -0.079, -0.002, 0.057, 0.058, 0.120, 0.113],
  "spin_multiplicity": 1,
  "e_tot_ha": -304.15905,
  "e_homo_ev": -8.694,
  "orbital_gap_ev": 9.316,
  "e_lumo_ev": 0.62,
  "de_lowest_kcal_mol": 114.61
}